{"formula": "CH3NO3", "method": "ωB97M-V/def2-TZVPD", "elements": ["C", "O", "N", "O", "O", "H", "H", "H"], "coordinates": [[1.156, 0.107, 0.037], [-0.138, 0.345, -0.658], [-1.065, -0.576, -0.124], [-1.962, 0.123, 0.646], [-2.258, -0.298, -0.680], [1.614, -0.933, -0.094], [0.903, 0.153, 1.073], [1.750, 1.078, -0.200]], "homo_energy_ev": -10.834, "fmax_ev_per_a": 2.5, "smiles": "COn1oo1", "e_tot_ev": -8710.2624, "relative_energy_kcal_mol": 154.60}